{"formula": "C25H62ClO12S", "method": "ωB97M-V/def2-TZVPD", "molar_mass_g_mol": 622.3, "e_tot_ev": -74842.664, "homo_energy_ha": -0.3853, "e_above_lowest_kj_mol": 0.0, "total_charge": 1, "homo_lumo_gap_ev": 5.37, "symbols": ["C", "C", "O", "C", "C", "O", "C", "S", "Cl", "H", "H", "H", "H", "H", "H", "H", "H", "H", "H", "H", "H", "C", "O", "C", "C", "O", "C", "H", "H", "H", "H", "H", "H", "H", "H", "H", "H", "C", "O", "C", "C", "O", "C", "H", "H", "H", "H", "H", "H", "H", "H", "H", "H", "C", "O", "C", "C", "O", "C", "H", "H", "H", "H", "H", "H", "H", "H", "H", "H", "C", "O", "C", "C", "O", "C", "H", "H", "H", "H", "H", "H", "H", "H", "H", "H", "C", "O", "C", "C", "O", "C", "H", "H", "H", "H", "H", "H", "H", "H", "H", "H"], "xyz": [[-4.47248, 0.33778, -0.19559], [-5.35911, 0.28650, -1.42651], [-5.83958, -1.03781, -1.65047], [-5.65943, -1.51776, -2.94393], [-4.21578, -1.95580, -3.19737], [-3.65118, -1.16212, -4.26505], [-2.31687, -1.27014, -4.45414], [-1.40441, -0.50088, -2.98471], [0.31010, 0.00329, -3.80940], [-4.35109, 1.36609, 0.15476], [-3.47181, -0.09319, -0.36210], [-4.94692, -0.24372, 0.60956], [-6.23294, 0.93905, -1.29398], [-4.83137, 0.63936, -2.33065], [-5.93014, -0.75903, -3.69764], [-6.33872, -2.36489, -3.06130], [-4.15055, -3.01447, -3.48149], [-3.62410, -1.81181, -2.27913], [-2.00062, -0.70435, -5.33663], [-1.91148, -2.29433, -4.47024], [-2.04381, 0.68805, -3.01348], [2.68773, 2.61243, -8.91407], [3.72277, 3.14325, -8.11120], [3.50365, 4.48294, -7.70337], [3.07538, 4.55868, -6.25694], [1.80619, 3.94705, -6.04775], [1.88973, 2.64953, -5.51404], [2.89453, 1.55130, -9.04286], [1.70717, 2.73781, -8.44468], [2.66877, 3.08695, -9.90034], [2.75179, 4.95868, -8.34081], [4.44269, 5.03080, -7.82030], [2.99334, 5.60509, -5.95427], [3.83056, 4.07906, -5.62599], [2.23520, 2.67027, -4.47107], [2.56176, 2.01083, -6.09556], [0.88069, 2.23459, -5.55147], [0.50297, -0.41056, 3.32529], [0.17940, -1.77428, 3.11377], [-1.18798, -2.00744, 2.84344], [-1.39979, -2.30217, 1.37571], [-1.06576, -1.17806, 0.56144], [0.22454, -1.25742, 0.00006], [1.58937, -0.33112, 3.33403], [0.10410, 0.22520, 2.52886], [0.11441, -0.06305, 4.28755], [-1.79440, -1.14737, 3.14573], [-1.51462, -2.87388, 3.42552], [-2.44877, -2.55115, 1.19305], [-0.78596, -3.16136, 1.08735], [0.26249, -2.02598, -0.78605], [0.99356, -1.48361, 0.74070], [0.44169, -0.28207, -0.44198], [-11.25484, -0.05521, 1.62472], [-10.90250, -0.45585, 0.31349], [-9.52736, -0.31847, 0.01937], [-8.79057, -1.63803, 0.08506], [-8.74864, -2.15678, 1.40277], [-9.69944, -3.17624, 1.64836], [-12.29299, -0.34212, 1.77820], [-10.63065, -0.54453, 2.37666], [-11.16840, 1.03042, 1.74033], [-9.05882, 0.39634, 0.70592], [-9.44353, 0.08215, -0.99722], [-7.75987, -1.48428, -0.24634], [-9.26752, -2.35530, -0.59273], [-9.44736, -4.08973, 1.09866], [-10.70805, -2.86179, 1.36971], [-9.67262, -3.39032, 2.71492], [4.67198, 1.38775, 3.00724], [4.09633, 0.38688, 2.17953], [3.67337, 0.86254, 0.91863], [4.65488, 0.49879, -0.17490], [5.88786, 1.16646, -0.01897], [6.91083, 0.36715, 0.55048], [5.12526, 0.88042, 3.85663], [5.44593, 1.94671, 2.47693], [3.90671, 2.08544, 3.36515], [3.52958, 1.94822, 0.94189], [2.70552, 0.39611, 0.69590], [4.23642, 0.79570, -1.14413], [4.80133, -0.58725, -0.18545], [7.22895, -0.41569, -0.14600], [6.58581, -0.09452, 1.48603], [7.75397, 1.02469, 0.75020], [9.41687, -0.61689, 7.32435], [8.12942, -0.90447, 7.83552], [7.18941, 0.13542, 7.64411], [6.25189, -0.16159, 6.49579], [6.93063, -0.18634, 5.24992], [7.19149, -1.49247, 4.77044], [10.00155, -1.53179, 7.39729], [9.37418, -0.29864, 6.27930], [9.90906, 0.16374, 7.91391], [7.70068, 1.08736, 7.46557], [6.60336, 0.23233, 8.56297], [5.48887, 0.62243, 6.44744], [5.74645, -1.11673, 6.67187], [6.26630, -1.98797, 4.45518], [7.68489, -2.10660, 5.52726], [7.84847, -1.39223, 3.90779]], "mulliken_charge": [-0.815, -0.204, -0.325, -0.923, -0.035, -0.315, -0.542, 0.405, -0.024, 0.431, 0.002, 0.270, 0.300, 0.298, 0.426, 0.379, 0.373, 0.129, 0.503, 0.397, 0.278, -0.714, -0.374, -0.481, -0.495, -0.389, -0.648, 0.240, 0.306, 0.333, 0.328, 0.372, 0.374, 0.318, 0.347, 0.382, 0.098, -0.519, -0.383, -0.723, -0.467, -0.288, -0.903, 0.089, 0.258, 0.369, 0.324, 0.428, 0.444, 0.354, 0.373, 0.541, 0.108, -0.715, -0.387, -0.508, -0.062, -0.387, -0.743, 0.245, 0.318, 0.319, 0.347, 0.328, 0.069, 0.295, 0.314, 0.323, 0.252, -0.584, -0.283, -0.054, -0.564, -0.391, -0.699, -0.013, 0.375, 0.355, 0.393, -0.157, 0.397, 0.325, 0.354, 0.276, 0.254, -0.652, -0.368, -0.663, -0.422, -0.313, -0.812, 0.240, 0.263, 0.327, 0.351, 0.378, 0.379, 0.349, 0.288, 0.430, 0.222]}


{"formula": "C25H62ClO14P4S", "method": "ωB97M-V/def2-TZVPD", "molar_mass_g_mol": 778.2, "e_tot_ev": -116099.831, "homo_energy_ha": -0.4065, "total_charge": 1, "homo_lumo_gap_ev": 6.84, "symbols": ["C", "O", "C", "C", "C", "C", "C", "C", "S", "P", "O", "Cl", "H", "H", "H", "H", "H", "H", "H", "H", "H", "H", "H", "H", "H", "H", "H", "H", "H", "O", "P", "O", "C", "C", "O", "C", "C", "O", "C", "C", "H", "H", "H", "H", "H", "H", "H", "H", "H", "H", "H", "H", "H", "H", "H", "O", "P", "O", "C", "C", "O", "C", "C", "O", "C", "C", "H", "H", "H", "H", "H", "H", "H", "H", "H", "H", "H", "H", "H", "H", "H", "O", "P", "O", "C", "C", "O", "C", "C", "O", "C", "C", "H", "H", "H", "H", "H", "H", "H", "H", "H", "H", "H", "H", "H", "H", "H"], "xyz": [[0.37788, -5.64442, -4.17156], [0.16651, -4.25169, -3.88965], [1.25500, -3.64276, -3.18566], [1.71318, -2.32525, -3.96439], [0.81459, -1.07675, -3.63275], [-0.55831, -1.09127, -4.47406], [-1.70575, -0.70157, -3.46621], [-3.17138, -1.03315, -3.95333], [-3.33969, -2.68755, -4.76910], [-4.84937, -3.80406, -3.64900], [-3.99874, -4.22447, -2.25457], [-5.25846, -5.56467, -4.68822], [0.40441, -5.80676, -5.28113], [-0.54168, -6.19591, -3.80103], [1.24765, -6.10600, -3.64186], [2.17653, -4.27221, -3.09420], [0.93135, -3.33004, -2.14499], [1.85151, -2.53477, -5.05567], [2.74637, -2.09267, -3.56118], [1.36333, -0.11255, -3.84079], [0.57455, -1.12654, -2.53100], [-0.46028, -0.32196, -5.29391], [-0.63655, -2.12746, -4.89340], [-1.66455, 0.42330, -3.34830], [-1.55305, -1.10592, -2.42453], [-3.64290, -0.22778, -4.58688], [-3.82058, -1.07505, -3.02422], [-3.88983, -2.41617, -6.01920], [-4.47030, -3.76455, -1.53661], [-0.79679, 3.45776, 1.64013], [-2.17889, 3.16731, 1.06520], [-2.75439, 2.15376, 2.24426], [-2.92486, 2.64656, 3.56683], [-4.15153, 3.53138, 3.68151], [-1.73314, 2.02098, -0.04372], [-0.38225, 1.91737, -0.48240], [0.38665, 0.91773, 0.36247], [-3.70558, 3.14517, 0.29325], [-4.44455, 4.35937, 0.16965], [-3.58117, 5.58317, -0.05947], [-2.03074, 3.18211, 3.89710], [-3.04598, 1.77698, 4.21604], [-3.99904, 4.47128, 3.13990], [-4.35951, 3.77601, 4.72442], [-5.02692, 3.04011, 3.25164], [0.10138, 2.89576, -0.48928], [-0.40226, 1.57104, -1.52079], [0.27360, 1.10767, 1.43124], [1.45025, 0.94225, 0.11592], [0.01197, -0.09402, 0.18526], [-5.07338, 4.49138, 1.05379], [-5.12006, 4.23417, -0.68093], [-2.92482, 5.77214, 0.79994], [-4.20390, 6.46752, -0.20513], [-2.94523, 5.45135, -0.93841], [4.50891, -8.32766, 1.16451], [3.10380, -8.67692, 0.68267], [2.64460, -9.69405, 1.90948], [2.54447, -9.19148, 3.23328], [1.29628, -8.34959, 3.42039], [3.51474, -9.80487, -0.45299], [4.83551, -9.86107, -0.98664], [5.69845, -10.83070, -0.20024], [1.52738, -8.76625, 0.01760], [0.73103, -7.58886, -0.06635], [1.52029, -6.33038, -0.36682], [3.43842, -8.62007, 3.49768], [2.49827, -10.05644, 3.89815], [1.37813, -7.41184, 2.86003], [1.14892, -8.09923, 4.47255], [0.41303, -8.87765, 3.05483], [5.28184, -8.86580, -1.02555], [4.75338, -10.20797, -2.02029], [5.65507, -10.64391, 0.87449], [6.73988, -10.76709, -0.52179], [5.34977, -11.85439, -0.35229], [0.15853, -7.47275, 0.85807], [0.00486, -7.75467, -0.86747], [2.22463, -6.10013, 0.44148], [0.84790, -5.47722, -0.47813], [2.09985, -6.44539, -1.28624], [1.03454, 8.41955, 3.88592], [0.68380, 8.73345, 2.43418], [1.89832, 7.89384, 1.67811], [1.96377, 6.48338, 1.82189], [0.91200, 5.78496, 0.98162], [1.32803, 10.25294, 2.35601], [1.59102, 11.00013, 3.54103], [3.01725, 10.78513, 4.01354], [-0.01883, 9.08889, 0.91306], [-1.31950, 8.59658, 0.60743], [-2.26033, 8.56050, 1.79531], [1.86913, 6.19791, 2.87324], [2.95646, 6.17576, 1.48537], [-0.08792, 5.97694, 1.38189], [1.06873, 4.70784, 0.97824], [0.93292, 6.15068, -0.04866], [0.86783, 10.75824, 4.32172], [1.44708, 12.05611, 3.29742], [3.27401, 9.72624, 4.08302], [3.17203, 11.24474, 4.99177], [3.72003, 11.22978, 3.30561], [-1.23301, 7.60441, 0.15368], [-1.73600, 9.25741, -0.15774], [-1.90196, 7.86504, 2.56467], [-3.25458, 8.23257, 1.48492], [-2.34304, 9.54774, 2.25531]], "mulliken_charge": [-0.600, -0.255, -0.131, -1.201, -0.336, -0.400, -0.362, -0.677, 0.012, 0.445, -0.435, -0.136, 0.241, 0.178, 0.257, 0.419, 0.121, 0.320, 0.417, 0.458, 0.017, 0.273, 0.351, 0.146, 0.308, 0.483, 0.425, 0.297, 0.394, -0.736, 1.195, -0.396, -0.329, -0.869, -0.436, 0.090, -1.195, -0.297, -0.336, -1.015, 0.215, 0.361, 0.115, 0.441, 0.234, 0.140, 0.139, 0.371, 0.361, 0.265, 0.243, 0.326, 0.195, 0.535, 0.334, -0.735, 1.075, -0.358, -0.346, -0.933, -0.350, -0.308, -1.045, -0.328, -0.313, -1.098, 0.277, 0.358, 0.191, 0.429, 0.234, 0.317, 0.341, 0.283, 0.353, 0.283, 0.241, 0.341, 0.495, 0.273, 0.312, -0.743, 1.093, -0.346, -0.709, -0.297, -0.372, -0.313, -1.035, -0.323, -0.078, -1.274, 0.285, 0.385, -0.056, 0.312, 0.270, 0.318, 0.346, 0.278, 0.353, 0.283, 0.138, 0.388, 0.378, 0.347, 0.398]}